C20H22N2O3Re | ωB97M-V with the def2-TZVPD basis set

Calculated values
molar mass: 524.614 g mol⁻¹
total charge: +2
relative energy (zero: lowest compared OMol25 entry of this formula, charge and spin): 0.00 kcal/mol
multiplicity: 4
F_max: 3.58 eV/A
DFT total energy: -32331.70248 eV

```
48
Properties=species:S:1:pos:R:3:forces:R:3
C -5.05226 0.22232 0.36008 -0.4377 0.4289 -0.1906
C -5.06158 1.53249 -0.44271 -0.4307 -0.2041 0.0906
H -5.28079 -0.62391 -0.28719 0.0985 -0.0629 0.0366
H -5.85428 0.28822 1.10364 0.2451 -0.2081 -0.0300
H -4.11942 0.02079 0.88546 0.1359 0.0373 0.0970
H -4.22774 1.65529 -1.13220 0.0912 -0.1327 -0.0770
H -5.98498 1.55176 -1.03481 0.2686 0.1360 0.0449
H -5.09148 2.40490 0.21039 0.0801 -0.0056 0.0273
C 0.86907 -2.83735 0.04149 0.9387 0.3493 -0.7996
C 1.74187 -3.90217 -0.17988 -0.3343 -0.3317 0.3466
C 2.87428 -3.73490 -0.98796 -0.3101 0.0450 0.1669
C 3.12419 -2.49904 -1.56803 -0.4360 1.4814 0.0336
H -0.04592 -2.85615 0.64029 0.3888 -0.4608 -0.1232
H 1.51967 -4.86443 0.29118 0.1712 0.3508 -0.2388
H 3.56759 -4.55762 -1.15808 -0.2740 0.1236 0.0424
H 3.96506 -2.29123 -2.23692 -0.2203 -0.4842 0.4365
N 1.14998 -1.63891 -0.51187 -0.1434 -0.0876 0.4241
C 2.25813 -1.42530 -1.26610 -0.4197 -2.3188 0.6220
C 2.39470 -0.05958 -1.69024 -0.3474 1.3742 -0.5896
N 1.38072 0.79043 -1.26349 0.5618 0.4566 -0.3301
C 1.41694 2.10812 -1.66666 0.4586 -0.4804 -0.2415
C 3.46639 1.71017 -2.90725 -0.2639 0.2256 0.1615
C 2.45386 2.57539 -2.47623 -0.5123 0.1812 0.2563
H 0.58761 2.74230 -1.33804 0.5009 -0.2323 -0.1626
H 2.44358 3.62916 -2.77478 0.0231 -0.4745 0.1436
C 3.41746 0.38289 -2.53079 -0.6106 -0.8808 0.6690
H 4.12294 -0.38827 -2.85522 -0.0575 0.7242 0.0076
H 4.28269 2.05826 -3.52660 -0.0960 0.1242 -0.0478
Re -0.02060 0.12070 0.10073 1.5517 1.0253 0.9647
C -1.32018 1.75330 0.07901 0.0639 0.0701 -0.2292
H -1.68176 1.99563 -0.94285 0.0137 -0.1817 0.4304
H -0.78555 2.64470 0.46413 -0.2712 -0.2855 -0.0373
H -2.20217 1.57520 0.72970 0.3046 0.0247 -0.2565
O 0.59805 2.28447 3.82469 0.4610 -0.2334 -0.9898
C 1.19327 1.32302 4.57172 -0.1408 -0.7207 0.3922
C 1.27944 1.52152 5.95796 0.0147 0.0193 -0.2045
C 1.79463 0.51400 6.77381 -0.1874 0.3146 -0.1739
C 2.28921 -0.66075 6.21495 0.2487 -0.4581 -0.7370
C 2.25998 -0.84505 4.82846 0.1280 -0.0757 0.9258
C 1.68014 0.10650 3.99818 -0.3735 1.1108 -0.3518
C 1.67414 -0.16237 2.53267 2.8755 -1.6447 1.3655
O 2.53873 -0.80510 1.94460 -1.9932 1.1292 0.2924
O 0.58049 0.35859 1.91292 -1.4088 -0.0050 -2.5501
H 0.71502 2.02467 2.88159 -0.3883 0.6060 1.0828
H 0.94718 2.47339 6.38922 0.0282 -0.4688 -0.3038
H 1.79558 0.65178 7.85960 0.1024 -0.0167 -0.4532
H 2.73080 -1.43580 6.83641 -0.1618 0.1818 -0.0713
H 2.65984 -1.73767 4.36800 0.0638 -0.0654 0.1288
```
Forces are in eV/Å.


C4H12O | ωB97M-V with the def2-TZVPD basis set

Calculated values
molar mass: 76.139 g mol⁻¹
relative energy (zero: lowest compared OMol25 entry of this formula, charge and spin): 44.15 kcal/mol
F_max: 4.37 eV/A
DFT total energy: -6388.20635 eV

```
17
Properties=species:S:1:pos:R:3:forces:R:3
C -1.42954 -2.33046 0.37877 -2.3215 -3.6731 0.4782
O -0.91286 -3.61569 -0.13950 -0.5643 0.8883 2.0131
H -0.80765 -3.33862 -1.01419 0.5760 -0.3572 -2.4518
H -0.93003 -1.59675 -0.15603 0.7804 1.9400 -0.4191
H -1.25375 -2.39512 1.45295 -0.0479 0.6552 -0.1719
H -2.55830 -2.35531 0.15019 1.5836 0.5638 0.5464
C 0.45275 1.88814 0.41183 0.8783 0.3864 0.4504
C -0.09822 2.11334 -1.00571 0.2750 -2.1906 -1.9205
C 2.05886 2.04336 0.47232 -1.1777 -0.4314 1.4475
H 0.15546 0.83546 0.76762 0.3887 1.7461 -0.3290
H 0.10363 2.71357 1.17537 -0.0013 -1.9158 -1.5691
H -1.12104 1.61964 -1.18114 1.4276 1.0021 0.2543
H -0.05986 3.10319 -1.39293 -0.6694 1.3655 0.5225
H 2.51493 1.07723 0.84762 -0.3258 1.3332 -0.2888
H 0.60975 1.72300 -1.86701 -1.1222 -0.3081 1.9340
H 2.14276 2.87560 1.19958 0.8127 -0.7742 -0.1294
H 2.60385 2.37729 -0.40929 -0.4924 -0.2301 -0.3669
```
Forces are in eV/Å.


Q: The lowest molar mass belongs to which entry?
A: C4H12O


Q: The highest DFT total energy belongs to which entry?
A: C4H12O


Q: Which of these has the highest F_max?
A: C4H12O